Record 1
ORCA calculation (the ωB97M-V functional and the def2-TZVPD basis) on a structure of composition C23H23Br4KN7O3S at a distorted geometry.

```
62
Properties=species:S:1:pos:R:3:forces:R:3:nbo_charge:R:1
K -0.3984 0.0996 0.0453 1.7 1.3 -2.8 0.89
C 3.8609 -1.3099 -1.6302 -0.1 0.0 0.0 -0.70
C 2.7920 -0.2580 -1.7728 0.3 -0.4 0.0 0.21
N 1.5847 -0.4961 -2.0804 -0.3 0.5 -0.1 -0.20
N 1.2084 -1.7863 -2.2328 0.1 -0.6 0.0 -0.46
C -0.0827 -2.0862 -2.5804 0.1 0.1 -0.4 0.32
N -0.4930 -3.2941 -2.1486 0.2 -0.1 0.2 -0.80
S -0.9799 -1.1084 -3.5743 -0.2 0.2 -0.2 -0.30
C 3.1319 1.1455 -1.4152 0.0 0.2 0.1 0.18
C 4.0930 1.8783 -2.1048 0.0 -0.1 0.0 -0.25
C 4.4162 3.1443 -1.6448 0.0 0.0 0.0 -0.17
C 3.7817 3.6309 -0.5128 0.0 0.0 0.0 -0.27
C 2.8236 2.8331 0.0970 0.1 0.1 0.0 0.06
N 2.5017 1.6236 -0.3422 -0.1 -0.1 0.0 -0.41
H 3.6949 -1.8954 -0.7200 0.0 0.0 0.0 0.25
H 4.8449 -0.8517 -1.5638 0.0 0.0 0.0 0.23
H 3.8382 -1.9975 -2.4793 0.0 0.0 0.0 0.23
H 1.6821 -2.4902 -1.6757 -0.1 0.1 0.2 0.40
H -0.1958 -3.4852 -1.1887 0.0 0.1 0.1 0.44
H -1.4677 -3.4771 -2.3136 0.0 0.0 -0.2 0.40
H 4.5650 1.4646 -2.9871 0.0 0.0 0.0 0.22
H 5.1580 3.7445 -2.1568 0.0 0.0 0.0 0.21
H 4.0198 4.6074 -0.1128 0.0 0.0 0.0 0.22
H 2.2927 3.1671 0.9820 0.0 0.0 0.0 0.21
O -0.4409 1.8183 1.7220 -0.1 0.6 0.6 -0.77
C -1.2029 2.7837 1.0195 0.0 0.2 0.1 -0.11
C -0.6026 3.0966 -0.3341 0.1 0.3 0.0 0.19
C 0.0400 4.3076 -0.5673 -0.1 0.0 0.0 -0.21
C 0.6014 4.5477 -1.8109 0.0 0.0 0.0 -0.19
C 0.5009 3.5720 -2.7892 0.0 0.1 0.1 -0.28
C -0.1753 2.4013 -2.4768 0.1 0.0 -0.1 0.06
N -0.7067 2.1663 -1.2838 -0.3 0.7 -0.5 -0.46
H -1.0210 1.0249 1.8695 -0.2 0.3 0.6 0.51
H -1.2378 3.7053 1.6094 -0.1 0.0 0.0 0.17
H -2.2263 2.4411 0.8674 -0.1 0.0 0.0 0.22
H 0.0937 5.0507 0.2187 0.0 0.0 0.0 0.21
H 1.1199 5.4784 -2.0095 0.0 0.0 0.0 0.21
H 0.9250 3.7157 -3.7744 0.0 0.0 0.0 0.21
H -0.2943 1.6153 -3.2156 0.1 -0.1 0.1 0.22
Br -1.3941 -3.2916 5.9929 0.0 0.0 -0.1 0.04
C -0.9677 -2.8922 4.1856 0.0 -0.1 0.1 -0.18
C -0.0878 -3.6928 3.4844 0.0 -0.1 0.1 -0.16
Br 0.7146 -5.2123 4.2941 0.0 0.1 -0.1 0.04
C 0.1843 -3.3734 2.1505 0.1 0.0 0.0 -0.21
Br 1.4292 -4.3978 1.1236 -0.1 0.0 0.0 -0.01
C -0.3975 -2.2988 1.4654 0.2 -0.4 0.1 0.26
O -0.1146 -2.0512 0.2316 0.2 -2.4 0.3 -0.89
C -1.3237 -1.4504 2.2045 0.0 -0.2 0.4 0.33
O -1.8708 -0.4273 1.6267 -1.2 -0.3 1.3 -0.88
C -1.5532 -1.7909 3.5422 -0.1 0.1 0.1 -0.21
Br -2.7309 -0.6299 4.4852 0.0 -0.1 -0.1 0.02
C -4.2908 0.7743 -3.4136 0.0 0.1 0.0 -0.39
N -4.3319 0.7938 -1.9573 0.2 -0.2 -0.1 -0.47
C -3.9346 -0.4527 -1.2925 0.1 0.0 0.1 -0.41
C -4.1677 1.9616 -1.3515 -0.2 0.0 0.1 0.45
N -4.1247 2.9923 -0.8256 0.1 0.0 -0.1 -0.44
H -4.9301 -0.0340 -3.7714 0.0 0.0 0.0 0.20
H -3.2767 0.6039 -3.7820 0.0 0.0 0.0 0.21
H -4.6625 1.7201 -3.8024 0.0 0.0 0.0 0.21
H -4.6956 -1.2045 -1.5106 0.0 0.0 0.1 0.19
H -3.8594 -0.3064 -0.2158 0.0 0.0 0.0 0.25
H -2.9703 -0.8196 -1.6616 -0.1 0.2 0.0 0.22
```
Forces are in eV/Å.

Its total charge is -1. Its energy above the lowest of the compared OMol25 structures with the same formula, charge and spin is 49.51 kcal per mole. As for the largest force on an atom: 3.52 eV Å⁻¹. The value obtained for the gap between HOMO and LUMO is 5.75 eV. The calculation puts the LUMO energy at 2.00 eV.


Record 2
ORCA calculation (the ωB97M-V functional and the def2-TZVPD basis) on a cluster of 8 separate species, C23H23Cl28FNO8P in total at a distorted geometry.

```
85
Properties=species:S:1:pos:R:3:forces:R:3:lowdin_charge:R:1
C 3.0817 -2.8558 1.6897 -0.9 0.4 -0.9 -0.09
C 2.3569 -1.6589 2.4824 -0.5 -2.0 0.9 -0.27
O 3.1494 -0.4526 2.6396 0.2 -0.5 -2.2 -0.15
C 3.8115 -0.0655 1.4256 0.3 1.2 0.1 -0.15
C 2.8566 0.0967 0.1508 -1.9 0.4 -2.5 -0.01
N 3.4480 -0.2741 -1.1435 -3.6 1.3 0.4 0.14
C 2.7652 -0.1587 -2.4119 -1.6 0.8 0.1 -0.04
C 3.6195 -0.5884 -3.7252 -0.8 -1.3 0.7 -0.14
O 5.0364 -0.3441 -3.5780 -1.6 1.4 0.0 -0.13
C 5.3243 1.0519 -3.3115 1.8 0.6 0.0 -0.22
O 4.5446 1.9837 -4.0875 0.1 -0.6 2.0 -0.12
C 3.8984 2.9880 -3.2620 -0.4 1.6 -0.4 -0.17
C 4.8960 3.9217 -2.4163 -0.7 -0.8 0.9 -0.19
O 4.0634 4.8367 -1.6426 0.3 -0.8 -0.9 -0.19
C 1.3040 0.3423 -2.5132 1.5 0.1 3.0 -0.07
F 0.6819 0.4403 -3.7864 1.8 -0.3 3.3 0.00
C 0.5710 0.7610 -1.1798 3.3 -0.9 -0.9 0.13
C -0.9638 1.2878 -1.2105 -1.5 -1.4 1.8 -0.38
O -1.8307 0.7096 -0.5076 3.6 2.4 -3.4 0.07
O -1.2099 2.3868 -2.0862 -0.4 -3.6 2.2 -0.28
P -2.8852 2.5463 -2.4935 -1.0 2.6 -1.7 0.89
C -3.5619 1.0400 -3.4139 -0.6 -1.8 0.0 -0.30
C -3.9548 3.0132 -1.0044 -0.5 -1.4 1.5 -0.31
C 1.4017 0.6408 0.1470 0.6 -1.1 -2.3 0.09
C 0.6904 1.1097 1.5014 -3.7 0.3 4.6 -0.53
O 1.1232 2.1901 2.0323 -0.2 -3.0 -2.5 -0.09
O -0.3859 0.4098 2.0617 5.5 2.2 -3.9 -0.20
H 2.4633 -3.8200 1.8657 1.3 1.6 -0.2 0.05
H 2.9758 -2.6332 0.5532 0.4 -0.5 1.7 0.07
H 4.1906 -2.9944 1.9279 -1.6 0.1 -0.1 0.09
H 2.1552 -2.0510 3.5545 0.5 1.0 -1.7 0.09
H 1.3110 -1.4787 2.0293 1.8 0.2 0.6 0.05
H 4.2606 0.9866 1.6272 -0.9 -1.6 -0.3 0.15
H 4.7313 -0.7295 1.1716 -1.7 0.7 0.2 0.14
H 4.4239 -0.6394 -1.1495 -1.1 0.3 -0.2 0.17
H 3.1696 -0.1794 -4.6974 0.6 -0.2 1.7 0.15
H 3.4941 -1.7438 -3.7870 0.5 2.4 0.3 0.04
H 5.2758 1.2161 -2.1765 -0.4 0.1 -1.6 0.12
H 6.4315 1.2190 -3.6116 -1.8 -0.6 0.4 0.16
H 3.3311 3.6859 -3.9907 1.0 -1.2 1.1 0.15
H 3.0917 2.5581 -2.5583 1.3 0.3 -0.9 0.12
H 5.6320 4.5319 -3.0424 -1.3 -0.9 0.7 0.14
H 5.4861 3.2917 -1.6485 -0.6 0.8 -1.3 0.12
H 3.2189 4.4038 -1.3805 1.0 0.3 -0.2 0.06
H -2.9373 0.0820 -3.3100 -0.8 1.3 0.0 0.04
H -4.6322 0.7612 -3.0608 1.8 0.6 -0.3 0.01
H -3.6673 1.2432 -4.5508 0.5 0.1 2.0 0.05
H -3.5234 2.6399 -0.0009 -0.7 0.5 -1.6 0.06
H -4.1689 4.1310 -0.9027 0.7 -1.5 -0.6 0.05
H -4.9772 2.4835 -1.1597 2.0 0.8 0.4 -0.04
C -8.1885 1.2688 -1.9815 -0.2 0.0 0.0 -2.00
Cl -7.4362 -0.2927 -2.3753 -0.1 0.3 0.1 0.52
Cl -8.6543 1.2861 -0.2672 0.2 0.0 -0.5 0.49
Cl -7.0290 2.5799 -2.2928 -0.6 -0.2 -0.2 0.56
Cl -9.6323 1.5022 -2.9909 0.3 0.0 0.2 0.52
C 3.8749 5.9167 1.7445 0.0 -0.1 -0.1 -2.01
Cl 5.6532 5.9089 1.7355 -0.2 0.0 0.0 0.51
Cl 3.2717 4.2482 1.6297 -0.1 0.3 0.1 0.55
Cl 3.2937 6.6509 3.2545 0.1 -0.1 -0.2 0.52
Cl 3.2794 6.8586 0.3605 0.0 0.0 0.4 0.55
C -0.9197 -4.3283 1.8598 -0.2 0.3 -0.2 -1.98
Cl 0.1708 -4.6239 3.2338 0.0 0.2 -0.3 0.50
Cl -0.8756 -2.6060 1.4313 -0.1 -0.3 0.2 0.59
Cl -0.3935 -5.3012 0.4668 0.0 0.1 0.2 0.51
Cl -2.5767 -4.7855 2.3095 0.3 0.1 -0.1 0.52
C 0.6804 -3.4563 -4.6644 -0.3 -0.1 -0.1 -1.99
Cl 2.4593 -3.4737 -4.6967 -0.5 -0.6 -0.3 0.58
Cl 0.0710 -5.1204 -4.7827 0.2 0.3 0.0 0.54
Cl 0.1229 -2.7287 -3.1420 0.1 -0.2 -0.2 0.55
Cl 0.0734 -2.5032 -6.0352 0.2 -0.2 0.3 0.54
C -9.5677 -0.0748 3.6061 0.0 -0.1 0.1 -2.02
Cl -10.5334 -1.0339 2.4632 0.2 0.2 0.2 0.51
Cl -10.5181 0.2280 5.0766 0.2 0.0 -0.3 0.52
Cl -8.0906 -0.9668 4.0282 -0.3 0.2 -0.1 0.52
Cl -9.1291 1.4751 2.8548 -0.1 -0.2 0.3 0.49
C -0.5856 0.2820 5.7293 -0.1 0.3 -0.3 -2.01
Cl 0.1748 -1.2710 5.3161 -0.2 0.2 0.1 0.52
Cl -1.0515 0.2745 7.4461 0.1 0.0 -0.2 0.50
Cl 0.5655 1.6011 5.4333 -0.2 -0.3 0.0 0.54
Cl -2.0297 0.5195 4.7252 0.3 -0.1 0.3 0.54
C -2.4094 -8.0711 5.2930 0.1 0.0 0.1 -2.02
Cl -1.6494 -9.6238 4.8803 -0.1 0.2 0.1 0.51
Cl -2.8751 -8.0771 7.0083 0.1 0.0 -0.3 0.52
Cl -1.2586 -6.7505 4.9955 -0.4 -0.5 0.1 0.48
Cl -3.8556 -7.8340 4.2877 0.2 0.0 0.2 0.51
```
Forces are in eV/Å.

Its total charge is 0. As for the largest force on an atom: 7.11 eV Å⁻¹. The value obtained for the gap between HOMO and LUMO is 5.83 eV. The calculation puts the LUMO energy at -2.32 eV.


Record 3
ORCA calculation (the ωB97M-V functional and the def2-TZVPD basis) on a structure of composition C23H23Cl2MoN8O3Si at a distorted geometry.

```
61
Properties=species:S:1:pos:R:3:forces:R:3:nbo_charge:R:1
Mo 0.0553 -0.3323 0.3342 -0.8 -0.7 -0.9 1.58
Cl 3.6625 5.2816 -1.4722 0.0 0.3 -0.2 0.03
C 3.0403 3.6713 -1.3859 1.2 0.6 0.3 -0.06
C 2.2183 3.4218 -0.2755 -1.1 -0.4 0.1 -0.27
C 1.7475 2.1148 -0.1148 0.2 0.0 -1.5 0.12
N 0.8912 1.5595 0.8329 0.3 -0.5 -0.1 -0.62
C 0.3647 2.2141 1.8590 0.0 1.9 0.8 0.61
O 0.4612 3.4199 2.1608 0.0 -1.7 -0.4 -0.61
C -0.5096 1.3123 2.6745 -2.2 -0.2 1.8 0.17
C -1.1676 1.7851 3.8366 1.5 -0.6 -2.3 -0.19
C -2.1025 1.0278 4.4659 -0.2 -0.1 1.5 -0.13
C -2.3763 -0.2660 4.0140 0.4 0.8 -0.1 -0.22
C -1.7353 -0.6828 2.8628 -0.7 -1.1 0.4 0.05
N -0.8390 0.0867 2.2302 0.5 0.6 -0.6 -0.49
C 2.1229 1.1371 -1.1260 -1.0 -0.3 2.8 0.18
C 2.9941 1.3837 -2.1079 1.3 1.9 -1.3 -0.23
C 3.5364 2.7171 -2.2511 -1.4 -1.7 0.2 -0.07
Cl 4.6590 3.0205 -3.5210 -0.2 0.1 0.3 0.07
N 1.6692 -0.1815 -0.7475 1.0 -0.6 -0.7 -0.64
C 2.6746 -1.2323 -0.7092 -1.5 2.5 -0.2 0.67
O 3.5577 -1.3184 -1.5001 0.6 -0.7 -0.2 -0.50
C 2.4969 -2.0061 0.5273 0.7 -0.4 0.2 0.10
C 3.4308 -2.9627 0.8781 -1.5 0.6 0.6 -0.17
C 3.2265 -3.5905 2.0964 0.8 -1.1 -0.7 -0.12
C 2.0630 -3.3667 2.7785 -0.2 0.0 1.7 -0.23
C 1.2193 -2.3748 2.3727 -1.1 0.0 -0.2 0.08
N 1.4518 -1.6499 1.2913 0.1 -0.6 -0.5 -0.43
H 1.9098 4.2861 0.3513 0.4 -1.0 -0.3 0.28
H -0.8119 2.7234 4.1258 0.0 1.5 0.8 0.26
H -2.5111 1.4497 5.4017 -0.1 -0.6 -0.7 0.24
H -3.0394 -0.8945 4.5807 -0.2 -0.2 -0.2 0.25
H -1.9787 -1.6869 2.4489 0.5 1.0 0.0 0.25
H 3.2593 0.6026 -2.7880 0.3 -0.1 -0.3 0.26
H 4.1880 -3.1911 0.1779 0.9 -0.2 -0.4 0.26
H 3.9357 -4.3522 2.3906 0.0 0.0 0.3 0.24
H 1.7699 -3.8359 3.7226 0.5 -0.3 -0.5 0.25
H 0.2526 -2.2612 2.8499 0.3 0.3 0.2 0.22
N -1.8498 4.3991 -3.7587 -1.0 -1.4 -0.5 -0.75
C -1.4288 3.6448 -2.7601 1.0 1.0 1.0 0.67
N -0.9323 4.2473 -1.6680 0.1 -0.9 0.0 -0.78
N -1.5098 2.3373 -2.9002 0.1 -0.3 0.2 -0.61
C -1.2008 1.6420 -1.8607 -0.8 -0.6 -0.4 0.64
N -1.0643 0.8887 -0.9909 0.3 -0.2 0.4 -0.54
H -1.4704 5.2694 -3.9768 0.6 1.5 -0.1 0.41
H -2.1267 3.8174 -4.5203 -0.3 0.1 -0.7 0.42
H -0.9485 5.2427 -1.5745 0.1 0.2 0.1 0.42
H -0.3945 3.6749 -1.0203 -0.2 0.6 0.0 0.43
C -3.3398 -3.7779 0.0174 -0.1 1.6 -0.4 -1.12
Si -2.0840 -2.7161 -0.9565 -1.1 -0.6 0.3 1.88
C -2.9761 -1.6599 -2.2235 0.7 0.5 0.4 -1.14
C -0.9217 -3.8492 -1.8795 1.1 3.0 -0.6 -1.13
O -1.2687 -1.7909 0.1279 1.4 1.1 0.3 -1.12
H -3.5488 -4.6051 -0.6138 -0.4 -1.0 -0.7 0.24
H -4.2941 -3.2045 0.1006 0.7 -0.4 0.3 0.24
H -3.0138 -4.1913 0.9626 0.1 0.2 0.3 0.23
H -3.0821 -2.2325 -3.1217 -0.3 -0.4 -0.6 0.24
H -2.2754 -0.8571 -2.4806 -0.1 0.0 0.0 0.23
H -3.9309 -1.2023 -1.9653 0.1 -0.1 0.2 0.25
H -1.5241 -4.4022 -2.5436 -0.5 -0.8 -1.1 0.24
H -0.4601 -4.5012 -1.1927 0.9 -0.9 0.7 0.23
H -0.1419 -3.2025 -2.4663 -1.3 -1.4 1.0 0.23
```
Forces are in eV/Å.

Its total charge is +1. Its energy above the lowest of the compared OMol25 structures with the same formula, charge and spin is 6.58 kcal per mole. The spin multiplicity is 3. As for the largest force on an atom: 3.25 eV Å⁻¹. The value obtained for the gap between HOMO and LUMO (alpha / beta) is 6.77 / 6.75 eV. The calculation puts the LUMO energy (alpha / beta) at -3.77 / -3.96 eV. As for the expectation value of S²: 2.02.


Record 4
ORCA calculation (the ωB97M-V functional and the def2-TZVPD basis) on a structure of composition C23H23Cl37I2N3O2P2S at a distorted geometry.

```
93
Properties=species:S:1:pos:R:3:forces:R:3:lowdin_charge:R:1
C 0.4457 -1.8807 -0.3067 2.1 1.8 -1.9 -0.06
C 1.5095 -1.2212 -1.1659 -2.4 -1.1 1.8 -0.13
N 2.6369 -0.3580 -0.5952 -1.0 -0.7 -2.3 -0.19
C 2.0265 0.8833 -0.0133 -2.0 0.4 -0.4 -0.18
C 3.0077 2.1815 0.1378 -0.9 -2.5 4.5 -0.42
P 1.8080 3.6016 0.7158 -2.5 0.2 0.6 0.65
O 0.4461 2.8833 1.6020 4.2 0.3 0.3 -0.41
Cl 2.7681 4.8215 2.2129 -0.3 -1.5 -0.9 0.19
N 3.8478 2.5288 -1.0673 0.9 -1.2 1.3 -0.36
C 5.3016 2.5621 -0.5440 3.5 1.1 1.9 -0.17
C 5.6110 3.8614 0.4419 0.8 0.3 4.5 -0.20
N 5.8471 3.7003 1.8134 -1.2 1.2 -6.3 0.07
P 3.5862 4.1674 -1.7411 0.8 3.6 -3.5 0.44
S 4.9952 4.7089 -3.0348 -0.8 -0.8 1.0 0.25
C 3.8166 1.4423 -2.1650 -0.1 -2.0 -2.5 -0.22
C 2.6143 1.5989 -3.2482 0.4 0.4 -3.0 -0.09
C 3.3014 2.1066 -4.8116 -2.9 0.9 -2.4 -0.17
C 2.1666 2.9128 -5.8536 2.1 -5.6 -0.8 0.00
O 2.7235 1.3754 -6.0720 2.1 2.9 4.1 -0.25
C 3.7132 -0.0875 -1.6069 0.6 -1.9 -0.3 -0.30
C 5.0951 -0.7775 -1.0614 3.6 -0.7 -1.9 -0.60
I 5.1134 -1.2167 1.1292 0.0 0.5 -1.8 0.76
C 6.2874 -1.1395 -1.8907 -4.5 1.9 1.2 -0.69
C 6.1833 -0.8132 -3.5269 0.4 -1.8 0.4 -0.14
I 8.0623 -2.1037 -0.9598 -1.7 1.0 -1.3 0.72
H -0.6567 -1.4588 -0.4861 2.3 -2.3 -0.3 0.05
H 0.6946 -2.7847 0.3931 -0.4 2.9 -0.2 0.05
H 1.3994 -1.4815 -2.3250 0.2 1.9 2.2 0.11
H 1.1292 1.2163 -0.7254 1.6 -0.5 1.4 0.13
H 1.5037 0.5705 1.0093 1.5 1.1 -2.1 0.15
H 3.6721 1.9762 1.1092 -0.8 0.3 -2.5 0.13
H 0.7718 2.6931 2.5458 -0.8 0.2 -1.7 0.09
H 5.5755 1.6401 0.1213 -1.1 1.5 -1.4 0.11
H 6.0974 2.6129 -1.3992 -2.0 0.0 1.3 0.13
H 5.6961 4.9788 0.0536 -0.2 -2.7 0.2 0.11
H 6.0107 4.6837 2.1744 -0.1 -1.4 -0.4 0.06
H 3.5847 5.2440 -0.7771 -0.4 -1.5 0.2 0.00
H 2.3425 4.3320 -2.4713 0.5 -0.8 1.2 0.03
H 4.8359 1.5101 -2.7853 -2.3 0.1 1.6 0.14
H 2.1043 0.5958 -3.6054 1.2 1.9 1.3 0.13
H 1.7531 2.3317 -3.0000 1.6 -1.2 -0.2 0.09
H 4.4901 2.5123 -4.8231 -3.6 -1.3 -0.1 0.13
H 2.6398 3.3761 -6.8175 -1.4 -0.2 2.3 0.11
H 1.0740 2.4335 -5.8421 2.1 2.5 0.4 0.14
H 3.4199 -0.7574 -2.5547 0.8 1.8 1.9 0.15
H 5.0655 -0.7061 -3.8919 2.3 0.0 1.0 0.08
H 6.8462 0.0919 -3.8579 -1.3 -1.8 0.7 0.09
H 6.5596 -1.8178 -4.0478 -0.6 2.4 1.0 0.10
C -1.8699 6.1684 1.9314 -0.3 0.1 0.0 -1.98
Cl -2.2114 7.0470 0.4196 0.1 -0.2 0.4 0.50
Cl -2.8363 4.6723 1.9803 0.3 0.3 0.0 0.53
Cl -0.1373 5.7587 2.0018 -0.6 0.6 0.1 0.47
Cl -2.2944 7.1954 3.3242 0.2 -0.3 -0.4 0.54
C -1.5750 -4.5541 -2.1768 -0.1 -0.2 0.0 -1.96
Cl -3.0879 -3.6350 -2.3776 0.3 -0.4 0.1 0.50
Cl -1.1029 -4.5530 -0.4587 -0.1 -0.3 -0.6 0.52
Cl -1.8222 -6.2318 -2.7235 0.1 0.6 0.2 0.52
Cl -0.2867 -3.7969 -3.1472 -0.3 -0.1 0.1 0.53
C 0.1456 10.1076 -1.8540 0.0 0.2 -0.1 -2.01
Cl 0.7571 8.9180 -0.6771 -0.1 0.2 -0.2 0.47
Cl 0.2313 11.7407 -1.1468 0.0 -0.5 -0.2 0.53
Cl 1.1403 10.0472 -3.3311 -0.2 0.0 0.4 0.51
Cl -1.5462 9.7247 -2.2613 0.4 0.1 0.1 0.51
C -3.9547 -4.9252 2.9711 -0.2 0.1 0.0 -1.97
Cl -3.8467 -4.5949 1.2236 -0.2 -0.1 0.5 0.49
Cl -2.3319 -4.8142 3.6980 -0.4 0.0 -0.3 0.50
Cl -5.0312 -3.7291 3.7361 0.5 -0.2 -0.3 0.49
Cl -4.6093 -6.5626 3.2267 0.1 0.6 -0.3 0.50
C -1.6229 -8.1123 5.8747 0.0 -0.1 0.0 -2.00
Cl -1.0114 -9.3019 7.0516 -0.1 0.3 -0.3 0.52
Cl -1.5372 -6.4792 6.5819 0.0 -0.4 0.0 0.49
Cl -0.6282 -8.1727 4.3977 -0.2 0.0 0.3 0.50
Cl -3.3147 -8.4952 5.4675 0.6 -0.1 0.3 0.49
C -3.8085 0.2108 -3.1095 -0.2 0.0 -0.1 -2.01
Cl -5.1513 -0.5005 -2.1793 0.4 0.2 -0.2 0.52
Cl -3.9291 -0.3005 -4.8120 0.1 0.1 0.5 0.52
Cl -3.8966 1.9879 -3.0155 0.0 -0.4 0.0 0.51
Cl -2.2570 -0.3437 -2.4313 -0.2 0.3 -0.2 0.47
C -8.6015 -3.3635 5.5148 -0.1 -0.1 0.0 -2.00
Cl -7.3605 -2.1812 6.0008 -0.2 -0.2 -0.2 0.48
Cl -9.5161 -2.7271 4.1245 0.2 -0.1 0.3 0.52
Cl -7.8153 -4.8956 5.0573 -0.4 0.3 0.2 0.49
Cl -9.7141 -3.6505 6.8766 0.3 0.1 -0.4 0.51
C -4.9555 -8.5275 -4.4483 -0.1 0.0 0.0 -2.01
Cl -5.2970 -7.6489 -5.9601 0.1 -0.2 0.4 0.51
Cl -5.9219 -10.0236 -4.3995 0.3 0.4 0.0 0.52
Cl -3.2229 -8.9372 -4.3779 -0.4 0.0 0.0 0.49
Cl -5.3800 -7.5005 -3.0555 0.1 -0.2 -0.3 0.50
C -7.6625 -0.9103 10.0194 -0.1 0.0 0.0 -2.01
Cl -7.1814 -2.5848 9.6471 -0.1 0.4 0.1 0.49
Cl -6.3064 0.1899 9.6659 -0.3 -0.2 0.1 0.50
Cl -9.0681 -0.4602 9.0211 0.3 -0.1 0.2 0.50
Cl -8.0944 -0.7858 11.7436 0.1 0.0 -0.5 0.52
```
Forces are in eV/Å.

Its total charge is +1. Its energy above the lowest of the compared OMol25 structures with the same formula, charge and spin is 250.15 kcal per mole. As for the largest force on an atom: 6.54 eV Å⁻¹. The value obtained for the gap between HOMO and LUMO is 6.65 eV. The calculation puts the LUMO energy at -3.75 eV.